Record 1
{"formula": "C13H19NO5S", "method": "ωB97M-V/def2-TZVPD", "e_lumo_ev": -0.221, "total_energy_ev": -36336.47735, "total_charge": 0, "species": ["S", "O", "O", "O", "O", "O", "N", "C", "C", "C", "C", "C", "C", "C", "C", "C", "C", "C", "C", "C", "H", "H", "H", "H", "H", "H", "H", "H", "H", "H", "H", "H", "H", "H", "H", "H", "H", "H", "H"], "coordinates": [[0.661443, -1.003153, -0.745131], [1.717460, -0.275887, -0.556433], [0.899005, -2.522760, -1.260547], [-3.003878, 1.814542, -4.329435], [-1.772885, -1.093171, 3.101870], [-0.581223, 0.923312, 3.405019], [-0.288290, -0.926850, 0.623987], [1.276221, -1.417572, 2.356995], [-0.848929, -0.376166, 2.936464], [-1.236370, 1.811991, -2.837738], [-1.559675, -0.897418, -2.609659], [2.723071, 0.445667, 3.216347], [-2.295762, -0.339528, -3.421271], [-3.931471, 1.398424, -5.107599], [-0.545230, 1.341255, -1.871476], [-0.322326, -0.149016, -1.858142], [3.735462, 0.275192, 2.135308], [2.082876, -0.881951, 3.412046], [0.148172, -0.640057, 1.956292], [-2.183558, 1.298615, -3.538982], [-4.689462, 0.563388, -4.530109], [-1.045417, 3.125003, -2.926739], [0.844800, 0.437580, 1.420067], [-3.427183, 0.465501, -5.834721], [1.955876, -1.720045, 1.670437], [0.290342, 1.709517, -1.429270], [-1.454432, -2.043880, -2.548798], [-4.415676, 2.042966, -5.721677], [2.206168, 1.120146, 3.022579], [-0.975068, -1.859598, 0.865292], [1.395532, -0.801454, 4.381925], [4.282730, 1.016698, 2.105767], [-1.332259, 1.140585, 4.190212], [-2.911008, -0.727119, -4.239162], [4.539322, -0.305114, 2.298230], [3.313268, 0.167281, 1.225165], [0.712302, -2.192411, 2.742964], [3.308764, 0.684408, 4.317824], [2.727287, -1.608922, 3.982097]], "forces_ev_per_a": [[-10.36, -13.62, -3.89], [12.05, 8.22, 2.65], [-1.67, 6.41, 2.34], [1.36, 6.77, 0.51], [-1.10, -0.39, 1.24], [-4.16, -1.10, 3.57], [-5.12, -5.52, 1.36], [-0.53, -1.33, 1.92], [-0.07, 3.66, -0.29], [-0.47, 11.25, -1.94], [9.36, -5.29, 6.65], [10.83, -10.71, 6.15], [-4.60, 8.39, -5.92], [-1.70, -11.13, -1.25], [4.82, -10.09, 2.58], [-6.81, 1.61, -2.08], [-4.20, -3.10, 1.97], [-1.33, 0.41, 7.14], [6.40, 6.56, -6.77], [-1.77, -9.88, -0.18], [1.34, 2.76, -1.23], [-0.95, -3.83, -0.09], [-2.18, -1.76, 2.78], [-1.28, 2.65, 1.13], [1.17, -1.03, -3.13], [1.77, 2.45, 1.51], [-0.33, 1.84, -0.03], [-1.20, 2.37, -1.26], [-8.76, 10.75, -2.77], [2.21, 2.78, -2.19], [0.58, 0.38, -1.66], [4.66, 8.59, -0.77], [2.85, -0.85, -3.01], [0.03, -0.47, 0.94], [1.98, -3.80, 0.82], [-1.28, -0.77, -3.02], [-0.14, -3.20, 0.93], [-1.56, -0.36, -3.05], [0.17, 0.39, -1.64]]}

Record 2
{"formula": "CH4BNO2", "method": "ωB97M-V/def2-TZVPD", "e_lumo_ev": 0.604, "smiles": "BO[N+](=C)[O-]", "total_energy_ev": -7359.18852, "total_charge": 0, "species": ["O", "O", "N", "C", "B", "H", "H", "H", "H"], "coordinates": [[0.957097, -1.150458, -0.449559], [2.750484, 0.082107, 0.302561], [1.651227, 0.059228, -0.148951], [0.808058, 0.990730, -0.305997], [-0.171863, -1.319630, 0.272296], [-0.201297, -0.550257, 1.215077], [-0.116362, 0.737963, -0.965386], [0.928134, 2.047851, -0.109216], [-0.930822, -2.065623, -0.133198]], "forces_ev_per_a": [[1.49, -1.64, -0.89], [1.99, -1.01, 0.55], [-1.70, 0.54, 0.33], [-3.74, 2.20, -2.85], [0.77, 1.49, 1.41], [-0.68, -0.84, -0.18], [1.84, 0.58, 1.59], [0.84, -0.34, 0.26], [-0.81, -0.98, -0.22]]}

Record 3
{"formula": "C21H31N3O3", "method": "ωB97M-V/def2-TZVPD", "e_lumo_ev": 0.690, "smiles": "COc1ccccc1CN1CCNC(=O)[C@H]1CC(=O)NC1CCCCCC1", "total_energy_ev": -32893.93647, "total_charge": 0, "species": ["O", "O", "O", "N", "N", "N", "C", "C", "C", "C", "C", "C", "C", "C", "C", "C", "C", "C", "C", "C", "C", "C", "C", "C", "C", "C", "C", "H", "H", "H", "H", "H", "H", "H", "H", "H", "H", "H", "H", "H", "H", "H", "H", "H", "H", "H", "H", "H", "H", "H", "H", "H", "H", "H", "H", "H", "H", "H"], "coordinates": [[-2.344591, -1.385195, -1.844291], [0.348669, 0.573886, 1.043473], [2.007325, 1.790373, -1.042787], [-2.022711, 0.378951, -0.445977], [1.814980, -1.024245, 1.567914], [1.943635, -1.775772, -1.035540], [-6.222910, 1.093327, 0.728924], [-0.117933, -0.513420, -1.603536], [5.323667, 0.452050, 1.052678], [3.061825, 1.374602, -0.290682], [0.673028, -1.268545, -0.531385], [-4.397190, 0.550101, -1.023235], [0.904526, -0.473228, 0.747418], [1.369760, 3.000579, -0.706944], [2.887938, -0.805690, -1.578033], [2.560304, -2.246325, 1.361656], [-3.617156, -0.791708, 0.990591], [-4.832493, -0.684808, 1.906119], [3.655540, 2.141826, 0.705663], [-5.648312, 1.354318, -0.666978], [4.772347, 1.676047, 1.378273], [-3.370357, 0.440033, 0.109131], [-1.617736, -0.569834, -1.311753], [3.576054, 0.099391, -0.581137], [-6.145023, -0.362410, 1.192690], [2.480749, -2.737548, -0.107924], [4.720777, -0.322724, 0.075570], [3.471543, -3.039465, -0.448609], [0.214500, 0.520656, -1.661454], [0.053873, -1.015002, -2.556409], [-1.285332, 0.822254, 0.093555], [-5.427757, 2.421719, -0.747485], [5.218748, 2.286656, 2.149183], [0.087773, -2.158746, -0.253696], [3.644987, -1.389304, -2.111739], [-3.718844, -1.658412, 0.335292], [-6.410300, 1.126230, -1.415581], [6.213256, 0.100834, 1.553528], [-7.267264, 1.415012, 0.724734], [2.169098, -3.024865, 2.028552], [-4.940948, -1.637668, 2.430799], [-3.915362, 1.030024, -1.877616], [-6.285914, -1.035249, 0.346768], [2.048600, 3.853917, -0.801045], [3.598045, -2.050283, 1.647089], [-3.400517, 1.346473, 0.722010], [-6.960556, -0.545980, 1.897080], [2.348339, -0.198909, -2.304327], [-4.648073, 0.083118, 2.662491], [2.032867, -0.497178, 2.402841], [0.959324, 2.954973, 0.305637], [0.554937, 3.111619, -1.421344], [-4.669497, -0.454531, -1.343451], [5.152360, -1.278453, -0.188259], [1.829819, -3.618040, -0.152765], [3.255358, 3.109129, 0.963260], [-2.730019, -0.948439, 1.612234], [-5.705174, 1.716093, 1.461760]], "forces_ev_per_a": [[-0.27, -0.38, -0.15], [-0.18, 0.41, 0.03], [0.32, -0.30, -0.04], [-0.06, 0.36, 0.28], [0.10, 0.01, 0.40], [-0.17, -0.10, -0.09], [-0.14, -0.09, -0.19], [-0.11, -0.13, 0.19], [0.11, -0.06, 0.13], [0.29, -0.05, 0.00], [-0.09, 0.03, -0.37], [-0.15, 0.22, 0.06], [0.05, -0.31, 0.21], [-0.15, 0.21, 0.12], [-0.01, 0.04, -0.09], [0.13, -0.31, 0.02], [-0.06, 0.20, 0.25], [0.01, -0.21, -0.22], [-0.28, 0.18, -0.12], [0.06, -0.03, 0.09], [0.05, -0.08, 0.03], [-0.02, -0.41, -0.27], [0.57, 0.42, -0.11], [-0.02, 0.19, -0.17], [0.00, 0.19, 0.31], [-0.05, -0.15, 0.14], [-0.06, 0.18, -0.09], [-0.01, -0.06, 0.03], [0.03, -0.04, -0.04], [-0.06, 0.02, 0.07], [0.00, -0.11, -0.11], [-0.04, 0.03, -0.08], [0.04, 0.06, 0.05], [0.05, 0.09, 0.00], [-0.03, 0.12, 0.00], [0.05, -0.02, -0.03], [-0.03, 0.08, -0.03], [0.08, -0.02, 0.04], [0.04, 0.08, 0.07], [0.13, 0.03, -0.11], [0.03, 0.04, 0.08], [-0.02, -0.09, -0.02], [-0.09, -0.13, -0.06], [-0.02, -0.05, -0.01], [-0.13, -0.05, 0.00], [0.02, -0.01, 0.00], [-0.02, -0.06, -0.07], [0.10, -0.07, -0.07], [-0.03, 0.01, 0.08], [-0.11, 0.08, -0.15], [0.04, 0.00, -0.03], [0.03, 0.03, 0.06], [0.04, 0.00, -0.04], [0.02, -0.12, -0.05], [0.11, 0.03, 0.05], [-0.07, 0.09, 0.00], [0.01, -0.03, -0.03], [-0.03, 0.05, 0.07]]}

Record 4
{"formula": "C4H5NO", "method": "ωB97M-V/def2-TZVPD", "e_lumo_ev": 0.826, "total_energy_ev": -7762.61180, "total_charge": 0, "species": ["O", "N", "C", "C", "C", "C", "H", "H", "H", "H", "H"], "coordinates": [[-0.081161, 0.278014, 1.287903], [1.884352, -0.743186, -0.414575], [0.619283, 0.625315, 0.159237], [-0.490345, 0.126190, -0.773431], [-1.018749, -0.514379, 0.514490], [2.308977, 0.001422, 0.409938], [-0.791008, -1.579450, 0.618363], [-2.049416, -0.304070, 0.807492], [-1.107016, 0.968425, -1.099630], [0.956593, 1.656962, 0.101176], [-0.231507, -0.515238, -1.610963]], "forces_ev_per_a": [[0.11, 0.01, 0.08], [0.36, 0.60, 0.70], [-0.30, 0.38, -0.11], [-0.06, -0.01, -0.14], [-0.27, -0.20, -0.02], [-0.05, -0.68, -0.64], [-0.04, 0.14, -0.02], [0.15, -0.04, -0.05], [0.10, -0.11, 0.05], [0.03, -0.18, 0.00], [-0.04, 0.10, 0.15]]}

Number 1: HOMO -0.3068 Eh. Number 2: HOMO -0.3534 Eh. Number 3: HOMO -0.3134 Eh. Number 4: HOMO -0.3876 Eh.